Record 1
{"formula": "C11H11N", "method": "the ωB97M-V functional and the def2-TZVPD basis", "symbols": ["C", "C", "C", "C", "C", "C", "H", "H", "H", "H", "H", "H", "C", "C", "C", "N", "C", "C", "H", "H", "H", "H", "H"], "positions_angstrom": [[-3.4959, 0.0368, 0.9629], [-3.1141, 1.0902, 0.1607], [-2.1647, 0.9266, -0.7853], [-1.5895, -0.2517, -0.9368], [-2.0215, -1.3912, -0.1818], [-2.8157, -1.2560, 0.9030], [-4.2094, 0.1502, 1.8377], [-3.7964, 2.0607, 0.1902], [-2.0557, 1.7772, -1.4917], [-0.8682, -0.3178, -1.8110], [-1.6244, -2.3615, -0.3563], [-3.1143, -2.0602, 1.5391], [2.3569, 1.2513, -0.0166], [1.7289, 0.1668, -0.7149], [2.3775, -1.0821, -0.6702], [3.4708, -1.2009, 0.0337], [3.9048, -0.2447, 0.7610], [3.3110, 1.0013, 0.8220], [1.8522, 2.2968, -0.2398], [1.0612, 0.2271, -1.6238], [2.1625, -2.0529, -1.3051], [4.7498, -0.5887, 1.4706], [3.8940, 1.8225, 1.4523]], "forces_ev_per_a": [[0.429, -1.508, 2.709], [-4.161, 1.859, 1.803], [-0.407, 3.201, -1.488], [1.557, -3.410, -1.988], [1.966, 0.652, -0.500], [-2.233, 3.215, -0.805], [0.683, 0.158, -1.453], [1.812, -2.008, 0.065], [0.579, -0.761, 0.517], [-1.030, -0.546, 1.335], [0.606, -0.560, -0.472], [-0.035, -0.350, 0.250], [-6.444, 2.082, -4.139], [1.005, -0.910, -2.153], [-0.950, -0.283, -1.589], [0.563, -2.775, -0.204], [1.975, -0.467, 3.109], [5.309, 1.971, 3.852], [1.393, -2.088, 0.841], [0.349, 0.701, 1.730], [-0.230, 2.348, 1.188], [-1.086, 1.193, -1.238], [-1.648, -1.713, -1.369]], "de_lowest_kj_mol": 296.1, "smiles": "c1ccccc1.c1ccncc1", "e_lumo_ev": 0.862, "mol_weight_g_mol": 157.22, "homo_lumo_gap_ha": 0.368, "homo_ev": -9.1, "largest_force_ev_per_a": 7.9}

---

Record 2
{"formula": "C2H5NO", "method": "the ωB97M-V functional and the def2-TZVPD basis", "symbols": ["C", "C", "N", "O", "H", "H", "H", "H", "H"], "positions_angstrom": [[1.3363, -0.5142, 0.0054], [0.5134, 0.7989, -0.0128], [-0.7891, 0.7157, 0.0305], [-1.1128, -0.6543, 0.0168], [1.1609, -1.0968, 0.9707], [0.8794, -1.1803, -0.8473], [2.4235, -0.3636, -0.1704], [0.9217, 1.8002, -0.0610], [-2.0568, -0.6433, -0.1951]], "forces_ev_per_a": [[-0.662, -0.480, -0.876], [-1.511, -1.705, 0.426], [2.415, -0.112, -0.500], [-1.016, 0.313, 0.052], [0.248, 0.891, -1.254], [1.110, 1.174, 1.607], [-0.818, 0.007, 0.194], [0.063, -0.081, 0.129], [0.170, -0.006, 0.222]], "de_lowest_kj_mol": 259.8, "smiles": "C/C=N\\O", "e_lumo_ev": 1.020, "mol_weight_g_mol": 59.07, "homo_lumo_gap_ha": 0.399, "homo_ev": -9.8, "largest_force_ev_per_a": 2.5}

---

Record 3
{"formula": "C22H33N2PbS", "method": "the ωB97M-V functional and the def2-TZVPD basis", "symbols": ["C", "C", "C", "C", "C", "Pb", "C", "C", "H", "C", "H", "H", "C", "H", "H", "H", "C", "H", "H", "H", "C", "H", "H", "H", "C", "H", "H", "H", "C", "H", "H", "H", "C", "H", "H", "H", "C", "H", "H", "H", "C", "C", "C", "C", "H", "C", "H", "C", "H", "H", "H", "N", "C", "N", "S", "H", "H", "H", "H"], "positions_angstrom": [[2.8589, 1.3511, 1.0990], [2.0222, 2.4851, 0.8844], [1.8790, 2.6676, -0.5215], [2.5901, 1.6238, -1.1836], [3.2084, 0.8108, -0.1862], [0.5661, -0.7295, 0.4005], [-2.4968, -2.0439, -1.0210], [-2.0405, -2.8026, 0.2039], [-2.8784, -3.0856, 0.8935], [-0.7227, -3.1219, 0.2590], [-0.1734, -3.1598, -0.7308], [-0.2533, -3.5762, 1.1486], [-3.8196, -2.6610, -1.5061], [-4.5678, -2.5959, -0.6922], [-4.2156, -2.1352, -2.3872], [-3.6435, -3.6971, -1.7479], [-1.6388, -2.0524, -2.3821], [-0.6060, -1.6879, -2.3036], [-1.6285, -3.0719, -2.7938], [-2.1720, -1.3740, -3.0961], [1.3840, 3.2925, 1.9409], [0.8947, 2.6497, 2.6938], [2.1322, 3.9151, 2.4629], [0.6230, 3.9672, 1.5172], [1.0903, 3.7402, -1.1533], [0.0097, 3.5695, -1.0565], [1.2966, 4.7019, -0.6670], [1.3240, 3.8424, -2.2191], [2.6347, 1.3753, -2.6318], [1.7353, 1.7585, -3.1240], [3.4977, 1.8704, -3.0964], [2.7148, 0.3070, -2.8676], [4.0510, -0.3753, -0.4333], [3.7142, -0.9161, -1.3247], [5.0964, -0.0846, -0.6186], [4.0588, -1.0779, 0.4116], [3.2737, 0.8447, 2.4273], [3.9039, -0.0497, 2.3315], [3.8690, 1.5994, 2.9672], [2.4148, 0.5951, 3.0758], [-1.3123, 0.0512, -0.6204], [-2.5927, -0.6857, -0.7035], [-1.3003, 1.2761, -1.4260], [-3.7630, 0.0312, -1.1330], [-1.8346, -0.1031, 0.3330], [-2.3972, 1.7829, -2.1157], [-0.3610, 1.7501, -1.6880], [-3.6423, 1.1941, -1.8258], [-4.7585, -0.4503, -1.1879], [-2.3736, 2.5540, -2.9023], [-4.5146, 1.6327, -2.3049], [-1.3998, -2.1890, 4.3619], [-0.5012, -1.6088, 3.5619], [0.6997, -2.2603, 3.4406], [-0.8424, -0.1695, 2.6750], [-1.2014, -3.0036, 4.9040], [-2.2908, -1.7056, 4.5352], [1.4735, -1.7558, 3.0344], [0.9261, -3.0092, 4.0887]], "forces_ev_per_a": [[-1.247, 0.339, -0.622], [0.519, -1.204, -0.735], [0.826, -1.310, 0.105], [-0.807, 0.333, 1.444], [-1.267, 0.241, 0.254], [2.626, 0.426, -0.193], [-0.307, -4.227, -1.643], [1.035, -0.515, -0.887], [1.272, 0.631, -0.143], [-0.522, -0.984, -0.052], [-0.417, 0.279, 1.465], [-0.296, 0.004, -0.707], [-0.698, 0.462, 0.809], [0.139, -0.218, -0.458], [0.161, -0.315, 0.283], [-0.059, -0.342, -0.080], [-0.271, -0.229, 0.403], [-0.311, -0.113, 0.140], [-0.038, 0.320, 0.059], [0.450, -0.605, 0.589], [-0.172, 0.512, 0.477], [0.134, 0.277, -0.105], [-0.333, -0.116, 0.005], [0.218, -0.181, 0.235], [-0.177, 0.646, -0.224], [-0.025, 0.239, -0.018], [-0.080, -0.057, -0.212], [-0.082, 0.044, 0.158], [0.260, 0.067, -0.877], [0.100, -0.050, -0.103], [-0.122, -0.091, -0.135], [-0.011, 0.147, -0.012], [0.622, -0.313, -0.182], [0.112, -0.035, 0.079], [-0.105, -0.173, 0.039], [-0.009, 0.123, -0.159], [0.431, -0.118, 0.522], [-0.103, 0.147, 0.103], [-0.146, -0.277, 0.007], [0.152, 0.095, -0.038], [-0.638, 1.442, -3.077], [-1.296, 4.463, -2.207], [-0.400, 0.484, -0.419], [-0.012, -0.967, 0.288], [-0.751, 0.774, 2.893], [0.443, -0.838, 0.660], [0.271, -0.233, 0.652], [-0.230, 1.059, -0.534], [0.918, 0.221, 0.419], [0.448, -0.344, 0.732], [-0.042, -0.160, 0.235], [-0.940, 1.272, -0.335], [1.033, -0.566, -0.211], [-1.026, 0.529, 0.318], [-0.185, -0.483, 1.142], [0.177, -0.300, 0.240], [0.781, -0.457, -0.233], [-0.012, -0.011, 0.094], [0.007, 0.256, -0.246]], "charge": 1, "e_lumo_ev": [-3.870, -4.524], "mol_weight_g_mol": 564.79, "homo_lumo_gap_ha": [0.177, 0.120], "homo_ev": [-8.7, -7.8], "largest_force_ev_per_a": 5.1}

---

Record 4
{"formula": "C6H11NO2", "method": "the ωB97M-V functional and the def2-TZVPD basis", "symbols": ["C", "O", "C", "N", "O", "H", "H", "H", "H", "H", "C", "C", "C", "C", "H", "H", "H", "H", "H", "H"], "positions_angstrom": [[-1.3815, 0.8529, -0.2000], [-1.6642, 0.4178, -1.5245], [-1.1679, -0.7830, -1.8956], [-1.6999, -1.1541, -3.0881], [-0.3868, -1.4430, -1.2613], [-0.9407, 1.8489, -0.2529], [-2.3203, 0.8944, 0.3547], [-0.6905, 0.1633, 0.2836], [-1.3043, -1.9452, -3.5592], [-2.2485, -0.4936, -3.6075], [0.1145, -0.6013, 2.9508], [0.9727, 0.0769, 2.2577], [1.8353, 0.7490, 1.5606], [2.1882, 0.4582, 0.1320], [0.4078, -1.4642, 3.5278], [-0.9305, -0.3349, 2.9869], [2.3587, 1.5811, 2.0177], [1.6193, -0.3864, -0.2478], [3.2514, 0.2308, 0.0529], [1.9871, 1.3324, -0.4878]], "forces_ev_per_a": [[0.169, -0.002, 0.277], [-0.152, -0.075, -0.283], [-0.192, 0.079, -0.143], [-0.109, 0.139, -0.128], [0.231, -0.160, 0.246], [-0.030, -0.077, -0.001], [0.052, 0.015, -0.029], [-0.103, 0.118, -0.038], [0.055, -0.016, 0.039], [0.005, -0.020, -0.008], [-0.250, -0.211, 0.241], [0.150, 0.132, 0.053], [0.246, 0.165, -0.204], [-0.028, -0.119, 0.022], [0.120, -0.134, 0.058], [-0.157, 0.103, -0.061], [-0.056, 0.042, 0.190], [-0.016, -0.013, -0.076], [0.054, 0.014, -0.062], [0.012, 0.020, -0.093]], "de_lowest_kj_mol": 190.7, "smiles": "COC(N)=O.C=C=CC", "e_lumo_ev": 0.867, "mol_weight_g_mol": 129.16, "homo_lumo_gap_ha": 0.375, "homo_ev": -9.3, "largest_force_ev_per_a": 0.4}

---

Copy entry 2 word for word.
{"formula": "C2H5NO", "method": "the ωB97M-V functional and the def2-TZVPD basis", "symbols": ["C", "C", "N", "O", "H", "H", "H", "H", "H"], "positions_angstrom": [[1.3363, -0.5142, 0.0054], [0.5134, 0.7989, -0.0128], [-0.7891, 0.7157, 0.0305], [-1.1128, -0.6543, 0.0168], [1.1609, -1.0968, 0.9707], [0.8794, -1.1803, -0.8473], [2.4235, -0.3636, -0.1704], [0.9217, 1.8002, -0.0610], [-2.0568, -0.6433, -0.1951]], "forces_ev_per_a": [[-0.662, -0.480, -0.876], [-1.511, -1.705, 0.426], [2.415, -0.112, -0.500], [-1.016, 0.313, 0.052], [0.248, 0.891, -1.254], [1.110, 1.174, 1.607], [-0.818, 0.007, 0.194], [0.063, -0.081, 0.129], [0.170, -0.006, 0.222]], "de_lowest_kj_mol": 259.8, "smiles": "C/C=N\\O", "e_lumo_ev": 1.020, "mol_weight_g_mol": 59.07, "homo_lumo_gap_ha": 0.399, "homo_ev": -9.8, "largest_force_ev_per_a": 2.5}